(1)
Here is a molecular structure, C26H35INOSSbSe4SiW from the Open Molecules 2025 dataset. Energies are from ωB97M-V/def2-TZVPD.

Computed properties:
ΔE to the lowest compared entry with this formula, charge and spin: 23.1 kcal per mole
DFT total energy: -12040.17037 Ha
LUMO (alpha / beta): -1.1 / -1.1 eV

Each line ends with the Löwdin charge.
Atoms and positions in Å:
W1 1.81654 -0.55947 0.43058  0.541
Se1 4.32058 -1.39292 4.61537  0.070
Sb1 2.79612 -0.49454 2.85290  -0.077
Se2 0.65419 -1.71775 2.59410  0.091
Se3 4.08301 0.53439 0.89949  0.203
Se4 3.12309 0.70967 5.00802  0.075
O1 0.15157 -1.48757 -0.57777  -0.704
S1 -1.23127 -1.87280 -0.02831  0.984
C1 -1.17792 -3.64249 0.12171  -0.394
C2 -0.18898 -4.36981 -0.51666  -0.102
C3 -0.17442 -5.74634 -0.35272  -0.057
C4 -1.13785 -6.36617 0.43073  -0.065
C5 -2.11838 -5.61758 1.06914  -0.068
C6 -2.13787 -4.23998 0.92467  -0.077
C7 -2.24814 -1.68540 -1.47403  -0.375
C8 -3.53828 -1.21907 -1.29001  -0.074
C9 -4.35456 -1.04699 -2.40068  -0.065
C10 -3.86357 -1.32799 -3.66614  -0.068
C11 -2.55967 -1.78404 -3.83376  -0.059
C12 -1.73974 -1.96767 -2.73468  -0.053
H1 0.57802 -3.86565 -1.08771  0.069
H2 0.60555 -6.33048 -0.82186  0.113
H3 -1.11527 -7.44006 0.56071  0.107
H4 -2.85440 -6.10496 1.69400  0.108
H5 -2.87644 -3.63827 1.44114  0.116
H6 -3.89550 -0.97892 -0.29571  0.113
H7 -5.36471 -0.68120 -2.27676  0.109
H8 -4.49694 -1.18512 -4.53157  0.108
H9 -2.18487 -1.99428 -4.82670  0.110
H10 -0.71792 -2.30746 -2.84324  0.116
C13 -0.81204 1.79839 -0.70529  -0.199
Si1 0.35710 1.73539 0.80599  0.673
C14 1.39511 3.37916 0.64620  -0.632
C15 2.18235 3.67019 1.92973  -0.106
C16 0.50399 4.59920 0.34153  -0.104
C17 2.37238 3.31464 -0.53539  -0.140
C18 -0.85919 1.87601 2.33082  -0.632
C19 -1.98205 0.83516 2.18070  -0.137
C20 -1.54399 3.25059 2.36912  -0.108
C21 -0.21402 1.66079 3.70493  -0.148
H11 -1.72323 2.35341 -0.47230  0.030
H12 -1.10507 0.81796 -1.08273  -0.001
H13 -0.32953 2.32656 -1.53030  0.008
H14 1.51529 3.88721 2.76644  0.063
H15 2.81108 4.55525 1.78203  0.088
H16 2.83401 2.84287 2.21996  0.023
H17 -0.07693 4.92857 1.19590  0.052
H18 -0.18612 4.42201 -0.48639  0.072
H19 1.14948 5.43630 0.05262  0.085
H20 3.03685 2.45564 -0.51006  -0.023
H21 2.99171 4.21840 -0.52833  0.088
H22 1.83459 3.31406 -1.48584  0.058
H23 -2.53754 0.95475 1.24550  0.063
H24 -2.69658 0.95778 3.00203  0.086
H25 -1.59382 -0.18050 2.22429  -0.015
H26 -1.93350 3.57225 1.40177  0.070
H27 -0.87327 4.02587 2.73920  0.066
H28 -2.38917 3.20073 3.06445  0.084
H29 0.11294 0.63237 3.83989  -0.024
H30 -0.95125 1.87629 4.48720  0.090
H31 0.63757 2.32262 3.87722  0.044
I1 3.19614 -3.21255 0.55501  0.208
C22 2.64329 -0.81402 -1.47137  -0.498
C23 3.34543 -1.38693 -2.51953  -0.078
C24 3.24212 -0.73628 -3.73778  -0.049
C25 2.46706 0.41712 -3.85923  -0.045
C26 1.82177 0.92060 -2.75125  -0.101
N1 1.94666 0.27605 -1.58635  -0.089
H32 3.92162 -2.28889 -2.37673  0.070
H33 3.75660 -1.12092 -4.60982  0.111
H34 2.37231 0.91963 -4.81132  0.108
H35 1.20793 1.80720 -2.78677  0.094

(2)
Here is a molecular structure, C26H35N3O10Sr at a distorted geometry from the Open Molecules 2025 dataset. Energies are from ωB97M-V/def2-TZVPD.

Computed properties:
ΔE to the lowest compared entry with this formula, charge and spin: 18.6 kcal per mole
DFT total energy: -1958.71043 Ha
Net charge: -2
LUMO: 3.0 eV

Each line ends with the Löwdin charge.
Atoms and positions in Å:
Sr1 1.85196 -0.86189 0.27772  1.423
C1 0.11974 2.17238 -2.33819  -0.099
C2 1.62877 1.73778 -2.27066  -0.498
O1 1.91893 0.41292 -1.94371  -0.422
H1 -0.48288 1.52631 -2.97658  0.023
H2 -0.02054 3.23188 -2.55242  0.049
H3 -0.18228 1.87441 -1.33415  0.033
H4 2.18930 2.38662 -1.59767  0.063
H5 2.05973 2.03782 -3.22584  0.065
C3 6.08181 1.29066 0.63364  -0.125
C4 5.00177 0.80324 1.72190  -0.492
O2 4.27294 -0.26489 1.19875  -0.431
H6 5.55064 1.70204 -0.22469  0.041
H7 6.68654 0.48923 0.20923  0.044
H8 6.82327 2.01784 0.96461  0.018
H9 4.31177 1.62036 1.93243  0.046
H10 5.46238 0.58206 2.68471  0.057
C5 -0.46455 -3.74117 2.54912  -0.122
C6 0.88597 -3.32589 3.08857  -0.504
O3 1.64568 -2.40353 2.34275  -0.449
H11 -0.49969 -3.95173 1.48022  0.049
H12 -1.25695 -2.99536 2.61222  0.028
H13 -0.82438 -4.63451 3.05957  0.047
H14 1.49382 -4.11964 3.52284  0.071
H15 0.73287 -2.74535 3.99831  0.060
C7 3.35352 -4.39523 -2.87235  -0.148
C8 3.11290 -3.92480 -1.40257  -0.523
O4 3.30493 -2.56765 -1.14464  -0.416
H16 2.70015 -3.74282 -3.45164  0.042
H17 3.12705 -5.44664 -3.04939  0.033
H18 4.37436 -4.23379 -3.21864  0.042
H19 3.81332 -4.57303 -0.87596  0.061
H20 2.13817 -4.27656 -1.06454  0.064
C9 -2.92872 -0.89393 -5.13327  -0.062
C10 -1.76917 -0.33470 -4.59399  -0.078
C11 -1.15604 -0.99352 -3.54088  0.010
C12 -1.74944 -2.08537 -2.83941  -0.097
C13 -2.95783 -2.56505 -3.34850  -0.048
C14 -3.53992 -2.03305 -4.46669  -0.086
N1 -1.13951 -2.71192 -1.63188  -0.297
O5 -1.83070 -3.57424 -1.03908  0.039
O6 -0.11234 -2.22666 -1.23764  0.061
H21 -3.46916 -0.54897 -6.00237  0.083
H22 -1.20591 0.51257 -4.95631  0.104
H23 -0.17823 -0.62630 -3.26620  0.106
H24 -3.39650 -3.41435 -2.84585  0.107
H25 -4.36796 -2.54489 -4.93443  0.087
C15 -4.61455 1.10686 3.54203  -0.076
C16 -3.54984 0.23751 3.90289  -0.036
C17 -2.61391 -0.11197 2.89576  0.030
C18 -2.71795 0.49123 1.62356  -0.135
C19 -3.77748 1.33200 1.27985  -0.009
C20 -4.73698 1.61222 2.23443  -0.089
N2 -1.85444 0.08157 0.53853  -0.313
O7 -0.80758 -0.45246 0.83706  0.016
O8 -2.10242 0.37952 -0.61090  0.091
H26 -5.44583 1.35326 4.18596  0.089
H27 -3.52270 -0.35735 4.80389  0.101
H28 -1.94949 -0.95826 2.98928  0.109
H29 -3.94114 1.73064 0.28955  0.118
H30 -5.57943 2.25241 2.01803  0.096
C21 -0.91592 5.48261 0.79899  -0.082
C22 0.19455 4.82629 0.26830  -0.054
C23 0.66072 3.61985 0.89744  0.042
C24 -0.07425 3.00859 1.97400  -0.098
C25 -1.08818 3.80516 2.52847  -0.041
C26 -1.54426 4.99893 1.98837  -0.080
N3 0.47596 1.74811 2.53256  -0.335
O9 1.23462 1.08604 1.86588  -0.004
O10 0.09177 1.42600 3.62267  0.104
H31 -1.35986 6.32628 0.29152  0.089
H32 0.71884 5.14598 -0.62013  0.101
H33 1.52873 3.13327 0.47767  0.107
H34 -1.54652 3.45045 3.43979  0.108
H35 -2.27202 5.60468 2.50784  0.092